A cluster of 11 separate species, C46H68F18O27 in total in a non-equilibrium geometry. Source: the Open Molecules 2025 dataset; level of theory: ωB97M-V/def2-TZVPD.

XYZ file:
```
159
Properties=species:S:1:pos:R:3:forces:R:3
C 1.415595 -3.424476 1.119180 1.7 -0.8 -0.3
O 0.239105 -2.703976 1.094110 0.1 -0.2 -0.1
C -0.376625 -2.448066 2.352600 0.5 0.0 -1.6
C -1.422745 -1.502096 1.976930 -3.3 3.3 -0.1
O -0.910405 -0.139466 1.803480 0.0 -1.4 0.2
C -1.805095 0.941234 1.684090 -0.3 2.7 1.0
C -3.243915 1.003244 2.336940 0.3 -0.9 -0.6
O -4.058015 2.229934 2.092830 1.9 -2.1 1.5
C -3.906005 3.359744 2.993880 -0.6 0.3 -1.5
H 1.384775 -4.513986 1.130030 -1.1 -0.4 0.4
H 2.093605 -3.182876 1.937730 0.0 0.5 0.2
H 1.976675 -3.298686 0.193190 -0.1 0.7 -0.1
H 0.292635 -1.891366 3.008550 0.3 -0.5 0.4
H -0.790085 -3.383156 2.730460 0.1 0.1 0.5
H -2.238575 -1.368506 2.687350 0.3 -0.6 1.0
H -2.064125 -1.704246 1.119100 0.8 -0.8 -0.7
H -1.828545 1.405854 0.698350 -0.2 -0.7 -0.6
H -1.318855 1.724394 2.265760 0.5 0.2 0.0
H -3.092425 0.729534 3.381080 -0.3 0.7 0.4
H -3.758255 0.124104 1.948800 -0.9 0.5 -0.3
H -4.010085 3.345434 4.078800 0.2 -1.4 0.2
H -4.805905 3.893044 2.687470 0.4 0.7 0.0
H -2.994675 3.913804 2.768970 0.0 0.1 -0.1
C -7.364015 11.260844 8.939650 0.0 1.1 -0.5
C -6.777755 11.432364 7.512600 -1.5 -0.8 0.0
O -6.305305 12.794214 7.227850 0.5 -1.3 0.7
C -5.768355 12.995354 6.031610 -2.2 -4.0 -2.8
O -5.836835 12.247454 5.044040 0.4 1.4 2.6
C -5.185845 14.327654 5.913760 -0.9 1.5 0.9
F -5.904095 15.129654 5.113800 0.7 -0.5 -1.3
F -5.318795 14.912894 7.075590 0.8 1.3 2.0
F -3.913055 14.210194 5.625220 0.8 0.6 -0.9
H -8.112345 12.032144 9.121840 0.5 0.6 0.2
H -6.569795 11.249174 9.686100 -0.2 0.2 0.1
H -8.026645 10.411694 9.106910 0.6 -0.7 -0.7
H -7.560895 11.234914 6.780600 0.0 0.0 0.0
H -6.036965 10.651134 7.342290 0.5 0.6 -0.2
C -0.406655 8.634014 -2.436320 -0.5 -0.7 0.2
C -0.830875 7.835924 -3.658910 0.9 0.6 -1.5
O 0.273855 7.813444 -4.668530 1.5 2.2 -0.8
C 0.835055 9.023544 -5.175510 -2.3 -1.5 2.0
O 0.541435 10.155714 -4.881030 0.1 -1.5 -0.1
C 1.911365 8.804444 -6.257710 -3.2 -2.2 1.6
F 2.933555 9.408394 -5.865690 3.8 3.0 0.6
F 2.299495 7.551384 -6.441890 -0.6 -1.0 -0.7
F 1.358545 9.315154 -7.327410 0.3 0.4 -1.9
H -1.094405 8.537524 -1.596210 -0.4 -0.1 -0.2
H -0.268995 9.701274 -2.609830 0.4 -0.3 -0.1
H 0.461255 8.075794 -2.085270 0.5 0.7 0.0
H -1.650565 8.164604 -4.297800 -0.5 0.3 0.8
H -0.936175 6.770484 -3.454300 -0.1 0.2 0.1
C -11.205245 4.850964 -1.690310 -0.3 -0.1 0.7
C -11.616555 4.052884 -2.929440 -0.3 0.1 0.4
O -10.512725 3.311474 -3.449470 1.1 -0.8 -0.6
C -9.783665 3.714754 -4.471450 -0.3 4.5 -1.7
O -9.841465 4.823854 -5.060990 -0.1 -3.8 1.9
C -8.657775 2.722164 -4.809930 0.8 -0.8 -0.9
F -7.454875 3.313154 -4.716580 -0.5 0.2 -0.1
F -8.685475 1.735324 -3.953090 0.1 -1.0 0.9
F -8.706665 2.132464 -6.042050 -0.5 1.1 0.7
H -11.218845 4.217134 -0.803640 0.5 -0.6 -0.2
H -11.953045 5.558334 -1.331790 -0.1 0.5 -0.8
H -10.224085 5.323844 -1.732880 -0.2 0.1 -0.3
H -12.079715 4.582374 -3.762040 0.1 0.3 0.3
H -12.262815 3.243434 -2.589960 -0.3 0.2 -0.2
C 3.198345 -11.415896 -10.554040 -0.1 -0.5 0.5
C 3.752455 -11.163616 -9.162140 1.1 -0.4 -0.2
O 2.716555 -10.756346 -8.292710 -1.7 0.7 0.9
C 2.284815 -11.437986 -7.202170 3.8 -1.8 -0.5
O 2.914875 -12.365736 -6.708640 -1.8 1.7 -0.6
C 0.970985 -10.852486 -6.666980 2.6 -0.9 -0.1
F 0.552985 -9.979466 -7.509690 -1.1 2.4 -0.6
F 0.085085 -11.828116 -6.683630 -0.7 -0.5 1.5
F 1.273545 -10.296876 -5.453670 -1.4 -0.7 -0.9
H 2.439345 -10.707656 -10.886330 -0.1 0.0 0.4
H 2.777495 -12.415106 -10.441920 -0.3 0.0 -0.9
H 3.981465 -11.379816 -11.311350 0.1 -0.3 0.2
H 4.555065 -10.427576 -9.208570 -0.3 0.4 0.5
H 4.208625 -12.064836 -8.752500 0.0 -0.1 -0.1
C 13.934405 1.520454 7.236040 -0.8 0.5 0.5
C 13.678035 0.216144 6.514890 3.8 0.9 0.8
O 12.393335 0.081714 6.096760 -4.1 -2.6 -1.2
C 11.642865 -0.971146 6.614400 2.1 0.9 4.0
O 11.944985 -1.403046 7.744980 -1.8 0.4 -4.1
C 10.359685 -1.393986 5.771010 -1.2 1.5 -1.3
F 10.417525 -0.804696 4.514020 -0.2 -0.6 2.1
F 10.283135 -2.709376 5.540750 0.0 1.1 0.9
F 9.151555 -0.930346 6.386910 3.0 -1.2 -1.2
H 15.000465 1.737774 7.302250 -0.1 0.0 -0.2
H 13.522845 1.586114 8.243210 0.0 -0.3 0.1
H 13.414815 2.290364 6.665630 0.3 0.3 -0.1
H 14.127105 -0.608696 7.068130 -0.7 -0.3 0.1
H 14.326105 0.325414 5.645310 -0.3 -0.4 -0.6
C 0.117345 6.521194 9.380780 1.8 0.7 -1.4
C 0.534165 7.053634 7.940100 -2.5 1.3 2.0
O 1.391945 6.120264 7.456840 2.0 -2.9 -2.9
C 1.831455 6.157974 6.170230 -0.2 4.0 -1.3
O 1.673555 7.146484 5.384790 0.5 -4.7 3.3
C 2.742135 4.874234 5.856390 -0.8 2.5 -1.6
F 4.013625 5.114214 6.187190 -0.3 -0.2 0.1
F 2.288525 3.816554 6.472630 0.1 -0.6 0.0
F 2.691495 4.732094 4.496390 0.1 -0.5 1.3
H -0.212285 5.482344 9.395900 -0.5 0.2 -0.5
H -0.561405 7.201304 9.895420 0.2 -0.1 0.0
H 1.118075 6.448084 9.806600 -0.2 0.3 1.0
H 1.079415 7.997404 7.930830 -0.4 0.3 0.5
H -0.380185 7.184944 7.361480 0.2 -0.1 -0.6
C -7.019645 -7.373476 -2.068990 -1.6 -0.6 -2.2
C -8.185715 -7.330746 -3.144680 1.5 -0.1 0.4
C -9.537735 -7.999826 -2.849100 2.0 -1.2 0.0
O -10.471265 -7.006286 -3.049740 -1.1 1.2 -0.7
C -9.890245 -5.837356 -3.446430 -0.3 2.1 1.5
O -10.508735 -4.798986 -3.641580 2.0 -3.0 0.0
O -8.506245 -5.987296 -3.308510 -2.5 2.3 -0.6
H -6.607755 -8.381856 -2.109130 0.0 0.0 0.6
H -7.473665 -7.081596 -1.122010 0.5 0.0 0.1
H -6.247375 -6.712076 -2.461750 -0.1 0.2 0.5
H -7.873575 -7.596046 -4.154770 0.6 -0.8 0.2
H -9.556425 -8.415876 -1.841800 -0.4 0.1 0.1
H -9.624385 -8.797676 -3.586690 -0.6 -0.2 0.2
C -1.932555 -9.102176 6.718390 0.2 -0.2 0.8
C -0.800785 -10.065856 6.402450 -0.3 0.2 -1.0
C -0.376145 -10.174236 4.931790 -2.0 -1.4 -0.7
O 1.002715 -9.810326 4.810670 -1.3 -0.6 0.2
C 1.444395 -9.531316 6.042870 0.3 1.8 1.4
O 2.543265 -9.118306 6.304000 -1.5 -1.0 -0.2
O 0.393345 -9.582546 6.973440 1.9 0.1 -0.2
H -1.813745 -8.144806 6.211030 0.1 0.1 0.4
H -1.855085 -9.097696 7.805630 0.1 1.1 0.2
H -2.971405 -9.422816 6.640420 0.2 -0.6 -0.9
H -1.072885 -11.008776 6.876750 0.4 -0.3 -0.2
H -1.093905 -9.679956 4.277100 0.7 1.4 0.0
H -0.635615 -11.164546 4.557520 1.2 -0.7 0.2
C 2.453325 0.780664 -3.926300 0.2 -0.9 1.3
C 3.581665 1.528654 -3.276960 -1.4 0.3 -1.3
C 4.568915 0.718704 -2.481330 -0.9 -0.1 0.8
O 5.827685 1.009144 -3.036600 0.0 1.3 -1.5
C 5.599215 1.823734 -4.167070 1.9 -0.3 -1.9
O 6.403425 2.183584 -4.994510 -0.2 -0.7 2.0
O 4.314115 2.060744 -4.375860 0.1 0.5 1.5
H 2.006985 0.341674 -3.034020 -1.0 -0.3 -0.3
H 2.874035 -0.045126 -4.500030 -0.1 0.1 -0.2
H 1.762395 1.377224 -4.521980 0.1 0.0 0.3
H 3.188065 2.270144 -2.581710 0.0 0.7 -0.6
H 4.314355 -0.341076 -2.468880 0.4 -0.2 -0.2
H 4.432505 1.109944 -1.473150 0.9 -0.4 0.3
C 8.323695 -5.091916 -10.307470 1.3 0.7 -0.8
C 8.361215 -4.837766 -8.826380 -2.4 -0.7 -2.8
C 7.150315 -4.092446 -8.272010 2.1 2.6 -0.9
O 6.974885 -4.811626 -7.144420 -2.9 1.3 4.7
C 7.443845 -6.003696 -7.164170 -0.5 -6.0 3.6
O 7.292195 -6.943836 -6.295560 0.6 4.7 -3.9
O 8.059965 -6.139046 -8.313660 2.4 -1.3 -0.2
H 9.101315 -5.815326 -10.552620 -0.2 -0.3 0.0
H 8.663735 -4.214506 -10.857590 -0.4 0.3 -0.1
H 7.351595 -5.417226 -10.677980 0.1 0.0 0.2
H 9.272465 -4.328336 -8.513000 0.2 -0.8 0.5
H 6.204595 -3.839716 -8.751420 0.1 -0.9 -0.7
H 7.587035 -3.128956 -8.009210 -0.5 0.4 0.3
```
Forces are in eV/Å.

Output
**2S+1**: 1
**Energy above the lowest of the compared OMol25 structures with the same formula, charge and spin**: 43.6 kcal/mol
**LUMO level**: 0.2 eV
**Kohn-Sham gap**: 0.362 hartree

Atom charges from the Löwdin analysis, given in e for atoms 1 to 2:
1 C -0.144
2 O -0.168